No. 1
77
Properties=species:S:1:pos:R:3 method="wB97M-V/def2-TZVPD" lumo_energy_ev="-4.0 / -3.9" gap_ev="7.4187 / 7.4291" charge=+1
Pt -0.40024 -0.61194 0.09234
C -3.14495 -2.44975 0.47718
C -2.30976 -3.41845 1.31856
C -3.23039 -4.31850 2.14283
C -1.32261 -2.71982 2.21945
C -0.97256 -3.02646 3.54197
C 0.00931 -2.11843 3.89016
N 0.23010 -1.30906 2.85031
N -0.57776 -1.67853 1.83295
B 1.29296 -0.20091 2.64014
N 0.52155 1.09731 2.30108
C 0.62280 2.30140 2.88314
C -0.46269 3.06095 2.50358
C -1.23486 2.22364 1.68246
N -0.61088 1.05193 1.55354
C -2.62535 2.50937 1.17970
C -3.59185 2.49476 2.37344
C -3.10441 1.52073 0.13001
N 2.20547 -0.71017 1.48789
C 3.50600 -1.02424 1.56067
C 3.84063 -1.77693 0.45396
C 2.65237 -1.90896 -0.27966
N 1.68213 -1.24897 0.36271
C 2.42348 -2.72445 -1.52779
C 3.63891 -3.60034 -1.82263
C 1.16245 -3.58787 -1.40921
H -3.80953 -3.00489 -0.18743
H -3.75329 -1.80511 1.11677
H -2.52823 -1.81331 -0.15836
H -1.73265 -4.04949 0.63611
H -3.78966 -3.72931 2.87409
H -3.94555 -4.82089 1.49119
H -2.66877 -5.08720 2.67644
H -1.38120 -3.80849 4.16298
H 0.55723 -1.99593 4.81334
H 1.94956 -0.03017 3.63127
H 1.44794 2.52860 3.54277
H -0.69320 4.07306 2.80347
H -2.61719 3.51719 0.75942
H -3.58108 1.51125 2.85312
H -3.31348 3.23935 3.11982
H -4.61143 2.70742 2.04152
H -3.15851 0.51367 0.55351
H -4.10459 1.78447 -0.22006
H -2.43084 1.49637 -0.71801
H 4.10360 -0.70879 2.40393
H 4.80907 -2.19158 0.21889
H 2.30122 -2.04852 -2.37442
H 3.84034 -4.27965 -0.98965
H 3.45398 -4.20009 -2.71426
H 4.53367 -3.00090 -2.00520
H 1.25133 -4.26321 -0.55351
H 0.26267 -2.98999 -1.26107
H 1.02478 -4.18690 -2.31041
Te 0.37396 0.17118 -2.29974
C -0.57770 1.61973 -3.51670
C -1.80960 2.21749 -3.29017
C -2.25834 3.19894 -4.16731
C -1.48712 3.56923 -5.25926
C -0.26866 2.94508 -5.49564
C 0.18856 1.96284 -4.62721
C 1.73632 1.55864 -1.45506
C 1.23407 2.69166 -0.82635
C 2.11549 3.57720 -0.22302
C 3.48503 3.32871 -0.24884
C 3.97660 2.20413 -0.89552
C 3.10163 1.31346 -1.50767
H -2.43165 1.92540 -2.46342
H -3.21921 3.67007 -3.99488
H -1.84049 4.33936 -5.93376
H 0.32617 3.21506 -6.35968
H 1.13812 1.47558 -4.81709
H 0.16776 2.89524 -0.81423
H 1.72939 4.46111 0.27091
H 4.16780 4.02105 0.22937
H 5.04398 2.01786 -0.93704
H 3.49183 0.43770 -2.01274


No. 2
77
Properties=species:S:1:pos:R:3 method="wB97M-V/def2-TZVPD" relative_energy_kcal_mol=28.40 lumo_energy_ev=-4.2 gap_ev=6.7944 charge=+1
Pt 0.57034 -0.22074 0.32959
C 4.37969 2.19384 -1.36995
C 3.59702 1.10881 -0.61833
Ge 1.89318 1.80767 0.03462
C 2.08165 2.89849 1.64877
C 2.55382 4.32388 1.32859
C 0.98233 2.83574 -1.33427
C -0.17341 2.48433 -1.91151
Ge -0.97471 0.80649 -1.29222
C -2.67212 0.93102 -0.31112
C -3.90901 1.43858 -1.06196
C -0.83319 -0.72735 -2.50406
C -1.64332 -0.61369 -3.80255
C -0.83693 3.26911 -2.98894
C -0.29827 4.46761 -3.46633
C -0.92581 5.17524 -4.47564
C -2.10811 4.70395 -5.03609
C -2.65597 3.51820 -4.57678
C -2.02108 2.81396 -3.56338
H 5.33742 1.80077 -1.71389
H 4.59170 3.06062 -0.74185
H 3.83472 2.54502 -2.24843
H 4.15122 0.73702 0.24507
H 3.41098 0.25157 -1.26580
H 2.78174 2.39548 2.31975
H 1.12120 2.94202 2.16212
H 3.52432 4.33574 0.83054
H 2.65201 4.90956 2.24341
H 1.84227 4.84237 0.68327
H 1.48302 3.75320 -1.64109
H -2.47533 1.56448 0.55280
H -2.84778 -0.08053 0.06531
H -3.78652 2.47256 -1.38388
H -4.78612 1.39834 -0.41419
H -4.13357 0.83580 -1.94443
H -1.14478 -1.59560 -1.92167
H 0.22496 -0.87376 -2.73796
H -2.70457 -0.44406 -3.61000
H -1.55912 -1.54250 -4.36817
H -1.28248 0.19563 -4.43711
H 0.62087 4.85845 -3.05051
H -0.49046 6.10070 -4.83002
H -2.59544 5.25980 -5.82652
H -3.57508 3.13873 -5.00514
H -2.46596 1.88704 -3.22093
N -1.11055 -1.97290 2.29833
C -1.00222 -0.80010 2.90586
S -0.37746 0.63766 2.16287
N -1.36152 -0.66267 4.18102
C -2.11322 -1.54530 5.01761
C -1.86369 -1.46835 6.38269
C -2.58295 -2.26187 7.25906
C -3.55319 -3.13183 6.77947
C -3.81151 -3.18650 5.41959
C -3.10118 -2.39142 4.52990
H -0.74459 -2.11446 1.35894
H -1.33026 -2.79758 2.83436
H -1.09568 0.21278 4.60695
H -1.09994 -0.79484 6.75533
H -2.38265 -2.20023 8.32043
H -4.11281 -3.75412 7.46495
H -4.58728 -3.83853 5.04059
H -3.37327 -2.40124 3.48331
Br 4.81407 -7.58357 -1.76163
C 3.85554 -6.04127 -1.25984
C 2.46791 -6.06903 -1.27943
C 1.76893 -4.93701 -0.89978
C 2.45436 -3.79090 -0.50424
C 3.84591 -3.77696 -0.49902
C 4.55320 -4.90421 -0.87822
C 1.70277 -2.58810 -0.08913
O 0.43066 -2.57193 -0.12790
O 2.33985 -1.55072 0.30194
H 1.94774 -6.96524 -1.58839
H 0.68741 -4.92774 -0.90903
H 4.36636 -2.87855 -0.19664
H 5.63394 -4.90689 -0.87904


No. 3
79
Properties=species:S:1:pos:R:3 method="wB97M-V/def2-TZVPD" relative_energy_kcal_mol=0.00 lumo_energy_ev=-6.4 gap_ev=7.2578 charge=+2
Ta 0.31128 -0.61441 -1.14325
C 1.07425 1.88183 -3.27638
O 1.36586 1.06466 -2.09267
C 2.58081 1.45917 -1.40931
C 3.46293 0.24496 -1.43573
O 2.61048 -0.82887 -0.98471
C 3.14744 -2.15675 -1.17260
C 2.41052 -2.76326 -2.33376
O 1.00822 -2.47671 -2.09981
C 0.13115 -3.23157 -3.00416
H 0.97241 2.91478 -2.95111
H 0.15047 1.52328 -3.70984
H 1.90405 1.76988 -3.97141
H 2.30747 1.74489 -0.39385
H 3.03689 2.30497 -1.91840
H 4.31165 0.34636 -0.75859
H 3.81807 0.02212 -2.44433
H 2.96546 -2.70076 -0.24866
H 4.21928 -2.10878 -1.35843
H 2.55347 -3.84288 -2.36746
H 2.69505 -2.33113 -3.29576
H 0.49034 -4.25665 -3.03789
H 0.16740 -2.77173 -3.99011
H -0.86939 -3.20307 -2.58922
Cl -5.50340 -0.36273 -4.66740
C -4.30837 -0.77639 -3.52007
C -4.59012 -1.70598 -2.50805
Cl -6.13498 -2.42623 -2.41913
C -3.62025 -2.05484 -1.55842
Cl -3.91254 -3.17698 -0.30133
C -2.38065 -1.45705 -1.65924
O -1.32922 -1.64106 -0.82080
C -2.11210 -0.53419 -2.65487
O -0.84311 -0.02214 -2.56059
C -3.04822 -0.17346 -3.59841
Cl -2.64060 0.98369 -4.79395
C 3.53460 -0.43223 4.22194
C 2.61102 -0.95932 3.15973
C 2.44788 -2.33577 2.97896
C 1.62164 -2.85429 1.99675
C 1.49993 -4.33373 1.76799
C 0.89723 -1.94069 1.21780
C 0.98708 -0.56412 1.42684
C 1.89901 -0.07616 2.36068
N 0.23130 0.28487 0.55294
C -0.68329 1.37766 1.07058
C -0.83635 1.35502 2.59119
C -1.81723 2.46281 3.01115
C -3.18381 2.23352 2.36422
C -3.02915 2.25983 0.84255
C -2.46959 3.61230 0.39430
C -1.10646 3.84781 1.05220
C -1.25824 3.82001 2.57613
C -0.13928 2.73832 0.62267
C -2.05922 1.14913 0.42924
H 4.09072 -1.23442 4.70147
H 2.96763 0.09244 4.99228
H 4.24876 0.27761 3.80309
H 2.98497 -3.01526 3.63084
H 1.43740 -4.87127 2.71290
H 2.37829 -4.71919 1.24339
H 0.61341 -4.57917 1.18352
H 0.21202 -2.39437 0.50168
H 2.03412 0.99066 2.48181
H 0.11690 1.53060 3.08807
H -1.20315 0.37580 2.91417
H -1.91134 2.43472 4.09790
H -3.88115 3.01161 2.68170
H -3.60083 1.27539 2.68662
H -3.99273 2.07713 0.36265
H -3.15917 4.41086 0.67456
H -2.37480 3.64014 -0.69655
H -0.70428 4.81251 0.73750
H -1.93045 4.61887 2.89515
H -0.29253 4.00433 3.05639
H 0.84886 2.90253 1.06815
H -0.02746 2.74202 -0.46960
H -1.95838 1.15726 -0.66413
H -2.44591 0.17122 0.72833